{"formula": "C7H16Cl2LaN2O3P", "method": "wB97M-V/def2-TZVPD", "species": ["C", "C", "H", "H", "C", "C", "C", "La", "H", "P", "H", "H", "H", "H", "H", "Cl", "Cl", "H", "O", "C", "O", "N", "H", "H", "H", "O", "N", "H", "H", "C", "H", "H"], "xyz": [[-0.0387, 0.1051, 4.2339], [-1.5707, 1.2886, -2.7124], [-2.3557, 0.5327, -2.6368], [-0.3377, -1.0727, 5.8386], [1.0937, 2.1278, -2.2586], [0.4828, -0.3919, -3.1638], [0.2003, -2.4069, -0.5843], [0.6097, 1.4332, 1.1772], [1.2475, -3.4199, -2.0478], [-0.0662, 0.7616, -1.8750], [0.6673, 3.0174, -1.7820], [-1.9338, 2.1952, -2.2398], [0.5228, 0.1139, -4.1350], [1.4746, -0.7578, -2.8971], [-0.1822, -4.3399, -1.5017], [0.8723, 3.8832, 2.2212], [1.7357, -1.1766, -0.2308], [-0.2414, -1.2083, -3.2461], [-0.8082, -1.9521, -0.0596], [-1.6513, 0.9969, 0.5623], [-2.7738, 0.8090, 0.3615], [-0.1272, 1.1880, 4.9539], [-0.1137, -1.8700, 4.2691], [2.1227, 1.9429, -1.9036], [-0.0177, 2.1339, 4.5960], [0.2451, 0.1307, 2.9789], [-0.1969, -1.0492, 4.8480], [1.0474, 2.2741, -3.3464], [-0.3007, 1.0735, 5.9470], [0.6227, -3.6665, -1.1983], [1.1723, -4.1859, -0.3974], [-1.4013, 1.4902, -3.7711]], "nbo_charge": [0.813, -0.963, 0.265, 0.427, -0.961, -0.936, 0.727, 2.010, 0.282, 0.808, 0.240, 0.245, 0.266, 0.248, 0.301, -0.612, -0.257, 0.246, -0.470, 0.385, -0.322, -0.758, 0.435, 0.251, 0.445, -0.869, -0.750, 0.278, 0.425, -0.764, 0.304, 0.263], "gap_ev": 8.085, "e_homo_ev": -15.98, "total_charge": 2, "largest_force_ev_per_a": 7.64, "e_lumo_ev": -7.89}

{"formula": "C40H49CoN5O12P2", "method": "wB97M-V/def2-TZVPD", "species": ["H", "O", "H", "H", "H", "C", "C", "H", "N", "C", "H", "H", "O", "H", "N", "H", "C", "Co", "C", "H", "C", "H", "O", "H", "H", "O", "P", "H", "C", "C", "H", "C", "C", "H", "C", "H", "C", "C", "H", "C", "C", "C", "H", "O", "H", "H", "H", "H", "N", "H", "C", "O", "C", "H", "H", "H", "H", "O", "C", "O", "H", "C", "H", "H", "C", "C", "H", "H", "C", "H", "O", "N", "C", "C", "H", "C", "P", "H", "O", "O", "C", "H", "C", "C", "N", "H", "C", "H", "H", "C", "H", "H", "H", "H", "H", "H", "C", "C", "C", "C", "O", "C", "H", "C", "C", "C", "C", "H", "H"], "xyz": [[-1.9605, 3.1980, -3.0379], [0.5246, -2.6938, -1.5997], [5.6325, -0.9067, -1.9123], [-1.5250, 3.9097, -1.4812], [1.4576, 2.1726, 3.6108], [2.2793, 1.8623, -2.9861], [-3.1335, 1.3801, 1.0044], [-4.5827, 0.8794, -1.5912], [0.0006, -1.8151, -5.2671], [-2.2940, -2.1783, 0.8746], [1.0083, -1.3006, 5.0403], [4.0529, 1.3866, 3.6338], [-4.4105, -1.1371, 0.7702], [3.5635, 3.2419, -3.9810], [4.2361, 4.8414, -1.9677], [-3.1022, 4.2523, -2.1988], [2.7468, 3.3882, -0.6988], [-0.1575, -0.4952, -0.2019], [-1.9518, -4.4604, 1.4902], [-3.8785, 1.4169, -3.1303], [1.2002, 2.1028, 0.6439], [1.5123, 2.7891, 1.4520], [-1.2066, 0.3688, -4.1628], [-5.3188, 0.6907, 4.2746], [2.0563, -2.1025, 3.8540], [4.7591, 5.1072, -3.0532], [0.3521, -3.1567, -2.9824], [-4.9017, 2.5168, -2.1825], [-2.9144, 2.2413, -1.3662], [-0.5894, -4.2201, 1.5700], [-2.7417, -0.2780, 2.9594], [-0.1356, -2.9503, 1.2530], [-3.1814, -0.9423, 0.7166], [-0.0189, -0.7921, -5.2141], [1.3200, -2.5376, 1.3849], [5.7830, 0.1295, -0.0479], [2.7565, -0.6679, 1.2592], [1.7009, 0.0085, 3.4520], [5.3661, -2.8557, -0.3681], [-3.8091, 3.6543, 0.5084], [-3.3430, 0.5161, 3.4027], [-0.8169, -2.2899, -4.1236], [-2.5578, -2.7829, -5.2876], [4.4342, 5.5068, -0.9511], [0.1305, -4.9652, 1.8773], [2.7551, -1.0012, 5.0500], [5.9209, 1.4375, 2.0323], [0.5920, 1.2414, 4.8333], [1.5342, -1.3035, 0.9707], [4.2795, 0.1866, -2.2254], [5.0433, 0.8373, 1.8245], [-1.5318, -0.7925, -1.8275], [-2.5624, 1.0438, 4.6095], [0.7871, -0.1595, 2.8751], [-0.0616, -4.9882, -2.0336], [-1.6285, 1.5082, 4.2903], [-4.5330, -0.8661, 4.5836], [1.6605, -3.1864, -3.8722], [3.3589, 3.7099, -1.8939], [2.1000, -3.3435, 1.9219], [-2.3429, -5.4441, 1.7252], [-3.5310, 1.5869, 2.3448], [4.3311, -1.4049, -2.9896], [-4.3943, 2.9511, 3.7478], [-4.6820, -0.0829, 3.8350], [1.5170, 1.2952, 4.2552], [-4.6572, 4.7892, 2.1257], [-3.6440, -1.1297, -2.7367], [-4.0819, 2.8059, 2.7188], [2.9334, 3.9987, 0.1753], [-3.2174, -1.1030, -3.5993], [-2.5077, 0.1866, 0.6407], [3.7814, -1.4816, -0.9110], [-2.8214, -3.4303, 1.1554], [-1.3907, -4.1261, -5.1303], [3.0968, 2.9462, -3.0513], [-1.6421, -0.7768, -3.3232], [-0.4778, -2.0566, -6.1295], [-0.1378, -4.7002, -2.9508], [0.2875, 1.3156, 0.8688], [4.9598, 0.1016, 0.6541], [-2.1647, 1.4572, -1.4140], [3.9867, 0.8111, 2.7190], [1.8902, 2.2992, -0.6113], [-0.9750, -1.9809, 0.9070], [-5.1915, -0.5125, 2.9744], [-3.2669, 2.4485, 0.0880], [-3.8949, -3.5526, 1.1176], [-2.3235, 0.2269, 5.2950], [-4.2291, 3.8436, 1.8154], [-2.4473, -3.6891, -3.7844], [3.7581, -3.3562, 0.1882], [-3.1377, 1.7877, 5.1656], [2.7350, -1.5697, -1.1975], [-3.9134, 4.4625, -0.2053], [1.4170, -2.6877, -4.6957], [2.8428, 0.0666, 2.4561], [4.5514, -0.8569, -2.0734], [1.8890, -1.1774, 4.4044], [4.3048, -2.8947, -0.6342], [0.9980, 0.3786, -1.7090], [1.6675, 1.4413, -1.7505], [2.0619, 1.2634, -3.8598], [-4.1449, 1.7285, -2.1197], [-1.8673, -3.2900, -4.6130], [3.8315, -0.6526, 0.3516], [-2.3437, 3.4774, -2.0552], [2.3352, 1.4475, 4.9638], [4.1954, -3.5171, -1.5252]], "mulliken_spin": [0.000, 0.023, 0.000, 0.000, 0.000, 0.007, 0.020, 0.000, 0.000, 0.037, 0.000, 0.000, -0.001, 0.000, 0.000, 0.000, -0.002, 2.713, -0.001, 0.000, 0.000, 0.002, 0.000, 0.000, 0.000, 0.000, 0.003, 0.000, 0.007, 0.003, 0.001, 0.026, -0.001, 0.000, 0.017, 0.000, 0.042, 0.002, 0.000, -0.004, 0.000, -0.001, 0.000, 0.000, 0.001, 0.000, 0.001, 0.000, -0.008, 0.000, 0.007, 0.035, 0.000, 0.005, 0.000, 0.000, 0.000, 0.000, 0.001, 0.003, 0.000, 0.001, 0.000, 0.000, 0.000, 0.000, 0.000, 0.000, -0.004, 0.000, 0.001, 0.020, 0.000, 0.005, 0.000, 0.001, 0.005, 0.000, 0.000, 0.041, -0.005, -0.011, -0.005, -0.005, -0.001, 0.000, -0.002, 0.000, 0.000, 0.004, 0.000, 0.000, 0.000, 0.015, 0.000, 0.000, -0.001, 0.000, 0.002, 0.002, 0.007, -0.011, 0.000, 0.000, 0.000, -0.001, 0.000, 0.000, 0.000], "s_squared": 3.757, "gap_ev": [6.878, 6.900], "multiplicity": 4, "e_homo_ev": [-2.71, -2.73], "total_charge": -2, "largest_force_ev_per_a": 0.60, "e_lumo_ev": [4.17, 4.17]}

{"formula": "C4H11N3O2", "method": "wB97M-V/def2-TZVPD", "species": ["O", "N", "H", "H", "C", "H", "N", "H", "C", "H", "H", "C", "H", "C", "H", "O", "H", "H", "N", "H"], "xyz": [[-2.0920, -0.3146, -1.1389], [1.1454, -0.9166, 2.9182], [1.4305, 2.0586, 0.1867], [-0.6738, 0.7398, -3.9951], [-1.2708, 0.1520, -1.8918], [-0.0199, 0.1059, -0.5429], [-0.7996, -1.2790, 1.6756], [2.1186, -0.6663, 2.7859], [-1.4841, 0.3723, -3.3710], [2.5593, 0.6561, 0.4805], [-1.2366, -1.0071, 0.8004], [0.3343, -0.4763, 1.8768], [-1.4418, -1.6662, 2.3413], [1.7340, 1.2607, 0.8834], [2.0284, 1.6948, 1.8451], [-0.0107, 0.4380, -1.5489], [-2.3113, 1.0272, -3.4933], [-1.7063, -0.6316, -3.7851], [0.5662, 0.3858, 0.9713], [1.1302, -1.9333, 3.0019]], "nbo_charge": [-0.645, -0.832, 0.223, 0.229, 0.803, 0.501, -0.859, 0.379, -0.725, 0.191, 0.417, 0.618, 0.398, -0.437, 0.190, -0.714, 0.231, 0.235, -0.593, 0.390], "de_lowest_ev": 0.656, "gap_ev": 9.849, "e_homo_ev": -9.05, "smiles": "CN=C(N)N.CC(=O)O", "largest_force_ev_per_a": 2.39, "e_lumo_ev": 0.80}

{"formula": "C4H7NO2", "method": "wB97M-V/def2-TZVPD", "species": ["O", "C", "H", "H", "C", "H", "H", "O", "H", "H", "C", "N", "C", "H"], "xyz": [[0.1921, 0.7933, -0.4962], [0.5049, 0.1737, 0.6689], [2.4314, 0.1398, 1.6383], [-1.3107, 1.5597, -1.6122], [1.9645, -0.1940, 0.7086], [-0.6825, -1.1885, -1.6098], [2.4955, 0.2328, -0.1433], [-2.6958, -0.9334, -1.5376], [-1.8150, 1.0673, 0.0354], [2.0491, -1.2849, 0.6584], [-1.1899, 0.8115, -0.8230], [-0.3897, -0.0764, 1.5313], [-1.5665, -0.5584, -1.3599], [0.0127, -0.5425, 2.3410]], "nbo_charge": [-0.504, 0.575, 0.233, 0.220, -0.700, 0.105, 0.238, -0.502, 0.239, 0.237, -0.196, -0.726, 0.429, 0.353], "de_lowest_ev": 1.465, "gap_ev": 10.711, "e_homo_ev": -9.90, "smiles": "[H]/N=C(\\C)OCC=O", "largest_force_ev_per_a": 0.53, "e_lumo_ev": 0.82}

{"formula": "C25H31HfIN6O2", "method": "wB97M-V/def2-TZVPD", "species": ["H", "H", "H", "H", "C", "N", "H", "H", "H", "Hf", "H", "H", "H", "C", "H", "H", "C", "C", "H", "C", "H", "H", "C", "C", "O", "C", "C", "H", "H", "C", "N", "H", "H", "C", "I", "N", "C", "H", "C", "C", "C", "C", "C", "N", "H", "N", "C", "C", "N", "H", "H", "O", "H", "C", "C", "C", "C", "H", "H", "H", "H", "H", "H", "C", "C", "H"], "xyz": [[-2.1257, 2.2145, -0.0216], [2.4035, 1.7465, 3.3059], [0.3242, -4.7685, -3.8418], [0.2769, -2.8207, 3.4027], [-0.4309, 0.4006, -2.5515], [-1.1475, -3.0939, -1.9008], [2.9370, 0.0425, 2.0335], [-2.3968, -1.8596, -0.0109], [2.5714, -3.4201, -2.9896], [0.5481, 0.1262, 0.3231], [-2.0074, 3.2632, 4.9778], [-3.4000, 1.3972, 0.8794], [-0.0448, -1.1409, 3.8054], [-0.2680, 2.1833, 4.3248], [0.2867, 2.3161, 5.2448], [2.9381, -3.9126, -1.3376], [0.6443, 2.4806, -2.0620], [1.8306, -1.4731, 2.7969], [-0.2484, -2.3894, 1.1867], [-2.3234, 1.4197, 0.7031], [3.1886, -2.2319, -1.8169], [1.5067, 6.1495, -3.1957], [-0.8358, 0.8842, -3.8126], [0.2804, 1.1624, -1.6345], [1.9479, -1.0727, -0.2577], [1.2698, 5.1355, -2.9020], [0.4936, 4.3360, -3.6876], [-1.9521, -4.5716, -2.8549], [2.2298, -2.1172, 2.0147], [-1.8454, -1.4585, 2.0160], [-0.3577, 1.2851, 2.1211], [-2.0077, -0.7085, 2.7910], [2.4086, -1.6516, 3.7064], [2.5447, -3.0968, -1.9502], [2.4894, 2.5753, 0.3742], [-0.3929, -1.5838, 1.7918], [0.2981, 1.4847, 3.2745], [-1.3799, 0.2342, -4.4865], [1.1505, -2.7668, -1.5436], [1.8093, 4.6228, -1.7056], [-2.5052, -1.0560, 0.7130], [-0.5660, 2.1729, -4.1647], [-1.6157, 1.7463, 1.9941], [1.9750, -0.0708, 2.3323], [-0.9034, 2.5673, -5.1155], [-1.8498, 0.1428, 0.1295], [0.1830, 3.0082, -3.3050], [-2.2330, 2.4712, 2.9940], [0.8820, -1.8010, -0.7504], [0.1145, 4.7027, -4.6339], [-3.2418, 2.8371, 2.8549], [-2.2199, -3.7722, -2.3735], [-3.5737, -0.8901, 0.8703], [1.6935, 0.9221, 3.3846], [0.0148, -3.5906, -2.0691], [0.3692, -1.7967, 3.0377], [0.2988, -4.8947, -2.7565], [-2.2895, -2.3905, 2.3725], [-0.4645, -5.6377, -2.5182], [-0.7036, -0.6222, -2.3119], [1.8277, 0.4940, 4.3807], [2.4792, 5.2285, -1.1102], [1.2541, -5.3071, -2.4429], [1.4895, 3.3512, -1.3402], [-1.5437, 2.7038, 4.1753], [-2.0850, 0.1596, -0.8571]], "nbo_charge": [0.261, 0.251, 0.259, 0.232, -0.221, -0.081, 0.417, 0.246, 0.251, 2.144, 0.255, 0.230, 0.209, -0.240, 0.251, 0.255, -0.011, -0.229, 0.411, -0.270, 0.265, 0.243, -0.207, -0.622, -0.699, -0.194, -0.144, 0.466, 0.235, -0.228, -0.615, 0.207, 0.224, -0.691, 0.318, -0.686, 0.258, 0.230, 0.311, -0.234, -0.243, -0.152, 0.248, -0.669, 0.233, -0.690, -0.075, -0.236, -0.267, 0.233, 0.252, -0.502, 0.222, -0.278, 0.138, -0.236, -0.705, 0.229, 0.236, 0.223, 0.233, 0.241, 0.254, -0.099, -0.086, 0.438], "de_lowest_ev": 0.000, "gap_ev": 7.472, "e_homo_ev": -13.14, "total_charge": 2, "largest_force_ev_per_a": 2.08, "e_lumo_ev": -5.67}